ORCA calculation (ωB97M-V with the def2-TZVPD basis set) on 8 unconnected molecules or ions with the total composition C10H26BrN12O18P2S in a non-equilibrium geometry.

The geometry in XYZ format:
```
70
Properties=species:S:1:pos:R:3:forces:R:3:nbo_charge:R:1
O -1.605809 -2.103023 -3.538612 0.37 0.50 -0.08 -1.034
P -1.346410 -1.555786 -2.211737 -1.44 -1.88 -1.75 2.309
O -0.811943 -2.679269 -1.228260 -0.58 0.73 0.82 -0.975
O -2.672701 -0.920996 -1.575226 1.62 0.25 0.30 -0.955
C -0.029362 -0.299707 -2.384232 -0.28 -0.03 0.10 0.045
N 0.159324 0.276823 -3.572255 0.14 0.14 0.51 -0.427
C 1.170295 1.134850 -3.373286 -0.02 0.10 -0.33 0.574
N 1.685813 1.906726 -4.334947 -0.06 0.21 -0.56 -0.901
P 1.028905 1.799080 -5.973971 -0.08 -0.34 -0.74 1.276
O 2.123698 2.771929 -6.708030 -0.37 -0.42 0.93 -0.964
Br -0.848208 3.050535 -5.871082 0.42 0.09 0.22 -0.261
N 1.587460 1.102853 -2.101938 0.40 0.11 0.18 -0.368
N 0.817503 0.171787 -1.480824 -0.34 -0.16 0.67 0.002
N 0.987697 -0.177530 -0.117556 0.64 -0.05 -0.70 -0.376
C 2.094257 -0.775007 -0.006532 0.28 -0.23 0.02 0.167
S 3.442098 -1.494656 0.096115 -0.57 0.30 0.14 0.393
H -1.591564 -3.216891 -0.963771 0.60 -0.08 0.11 0.536
H -2.664011 0.025660 -1.786259 -0.60 0.30 0.36 0.527
H 2.456633 2.526032 -4.122818 -0.15 0.08 0.40 0.433
H 2.789072 3.080894 -6.081553 0.17 0.43 -0.38 0.493
H 2.313117 1.628947 -1.614638 -0.05 0.05 0.13 0.467
C 0.430039 -2.858006 3.081696 -0.03 0.07 -0.20 -0.481
N 1.556040 -2.125321 3.721126 0.13 0.14 -0.08 0.538
O 2.349954 -1.533876 2.996857 -0.30 -0.11 0.10 -0.435
O 1.620863 -2.159051 4.923955 0.03 -0.01 0.06 -0.340
H 0.514854 -2.748169 2.007844 0.02 -0.01 -0.02 0.221
H 0.506031 -3.900821 3.368395 -0.02 0.03 0.08 0.243
H -0.495962 -2.421265 3.445775 0.04 -0.02 0.09 0.253
C -0.335892 -7.153810 0.273763 0.17 -0.02 -0.10 -0.479
N -1.081906 -5.966356 0.764403 -0.53 -0.02 -0.35 0.546
O -0.600840 -5.304684 1.656643 0.21 0.20 0.16 -0.400
O -2.145832 -5.713307 0.221067 0.42 -0.01 0.09 -0.392
H 0.577723 -7.245601 0.842765 -0.01 0.01 0.05 0.238
H -0.970303 -8.022582 0.415255 -0.03 0.03 -0.05 0.254
H -0.129660 -6.983451 -0.779907 -0.15 -0.03 -0.02 0.235
C -4.048810 0.827029 1.158774 -0.15 0.00 0.08 -0.489
N -3.330453 2.000315 0.588360 -0.17 -0.10 0.05 0.544
O -3.464907 3.071368 1.123991 0.13 0.03 0.03 -0.334
O -2.641858 1.804831 -0.403236 0.17 -0.04 -0.17 -0.451
H -4.609561 1.159533 2.023606 0.03 0.06 0.00 0.245
H -4.707728 0.442654 0.385380 0.07 -0.03 -0.04 0.241
H -3.302741 0.088865 1.433341 0.06 -0.04 -0.05 0.249
C 2.202969 5.408278 -0.791853 0.45 0.05 0.17 -0.476
N 2.725050 4.058956 -1.129709 0.05 0.11 0.07 0.553
O 3.032280 3.824518 -2.284466 -0.11 -0.12 -0.15 -0.418
O 2.811146 3.232013 -0.241107 -0.20 -0.19 -0.06 -0.395
H 2.190721 6.003248 -1.687605 -0.01 -0.03 -0.12 0.260
H 1.203852 5.276715 -0.392854 -0.01 -0.02 0.04 0.253
H 2.870994 5.831938 -0.045578 -0.05 -0.11 0.10 0.248
C 0.820009 -6.965750 4.916944 -0.18 0.11 0.01 -0.486
N 0.885556 -7.958675 3.809218 -0.09 0.01 0.04 0.538
O -0.057318 -8.015818 3.041673 0.03 -0.05 0.12 -0.402
O 1.877812 -8.646043 3.745322 0.06 0.01 -0.04 -0.358
H -0.119746 -6.431172 4.842541 -0.02 -0.04 -0.05 0.231
H 0.886342 -7.515301 5.850695 0.10 -0.01 -0.01 0.246
H 1.667018 -6.295639 4.803095 0.07 -0.08 0.05 0.234
C -1.348952 8.005938 -3.330519 -0.08 0.14 -0.01 -0.484
N -0.297408 7.621050 -2.351233 -0.03 0.04 0.01 0.542
O 0.048367 8.437098 -1.530446 0.03 -0.01 0.02 -0.346
O 0.158272 6.491792 -2.436042 -0.29 0.09 -0.22 -0.429
H -1.647705 9.026766 -3.126427 0.04 0.00 0.05 0.241
H -0.918528 7.911769 -4.322894 -0.01 -0.10 0.00 0.242
H -2.179387 7.318494 -3.201298 0.05 -0.07 -0.05 0.242
C -0.068806 1.938068 2.662566 0.08 -0.13 -0.17 -0.495
N -1.075251 1.383887 3.609745 0.04 0.07 0.06 0.536
O -1.478535 0.249611 3.411634 -0.02 -0.08 -0.12 -0.418
O -1.427416 2.098259 4.514846 -0.03 0.00 0.01 -0.337
H 0.144654 1.186012 1.911334 -0.03 -0.02 0.04 0.229
H -0.500175 2.829502 2.216495 -0.01 0.07 0.09 0.238
H 0.819271 2.182940 3.237484 -0.04 0.08 0.04 0.245
```
Forces are in eV/Å.

Output
- Total charge: +1
- Kohn-Sham gap: 8.0327 eV
- Highest occupied orbital energy: -12.2 eV
- Electronic energy: -164959.2378 eV
- Lowest unoccupied orbital energy: -4.16 eV
- Largest force on an atom: 0.0573 Eh/bohr
- Spin multiplicity: 1



ORCA calculation (ωB97M-V with the def2-TZVPD basis set) on a molecular structure, C10H26CdClN2O3 in a non-equilibrium geometry.

The geometry in XYZ format:
```
43
Properties=species:S:1:pos:R:3:forces:R:3:nbo_charge:R:1
Cd -37.253756 10.343014 16.099035 -0.19 -0.42 -0.03 1.128
Cl -40.187247 12.984343 13.989821 0.66 -0.62 0.49 -0.404
C -34.317660 7.883767 17.784034 0.72 -1.21 0.08 -0.259
O -35.708977 7.839537 17.546353 -0.81 0.02 0.68 -0.579
C -36.264128 6.485283 17.619017 -0.20 1.34 -2.17 -0.071
C -36.938125 6.238333 16.171406 -0.85 -0.27 1.79 -0.248
N -37.951425 7.229289 15.748411 0.23 1.36 0.55 -0.606
C -39.333146 7.061888 16.276987 0.54 0.42 0.65 -0.251
C -39.574752 7.258447 17.817731 0.92 -0.46 -1.34 -0.070
O -38.697210 8.227765 18.293987 1.30 1.02 0.11 -0.579
C -38.937436 8.688866 19.636455 -1.13 0.95 -1.13 -0.262
H -33.837075 8.837530 18.001921 -0.92 0.53 -0.33 0.199
H -33.833783 7.453370 16.907270 0.45 -0.07 0.08 0.173
H -34.083932 7.288670 18.666839 0.14 -0.25 -0.01 0.180
H -36.984765 6.387940 18.430989 -0.29 0.55 -0.25 0.199
H -35.505183 5.752193 17.892273 0.29 0.01 -0.67 0.205
H -37.544593 5.336808 16.258374 0.45 -0.72 0.07 0.190
H -36.275625 6.131364 15.312485 0.52 0.01 0.57 0.216
H -37.995135 7.092646 14.748653 -0.26 0.42 -0.20 0.383
H -39.679060 6.090077 15.924820 -0.44 -0.10 0.33 0.204
H -39.984943 7.849054 15.898007 0.38 -0.12 -0.86 0.211
H -39.357085 6.357966 18.392055 -0.78 -0.31 0.01 0.178
H -40.601089 7.622408 17.770005 -0.31 -0.44 1.03 0.193
H -39.519068 9.597810 19.482727 -0.59 0.01 0.44 0.181
H -38.057390 9.088684 20.140213 0.41 -0.95 -0.15 0.204
H -39.541532 7.962779 20.180475 0.40 0.03 0.32 0.197
C -33.565106 14.868302 17.285935 0.02 -0.68 -0.50 -0.617
C -34.467848 13.917539 16.476098 -0.58 2.18 -0.58 -0.084
C -33.728529 13.333459 15.263297 -0.64 -0.19 -1.02 -0.078
O -34.416202 12.212783 14.722633 0.42 -1.36 0.36 -0.561
C -33.607307 11.437702 13.796507 -0.24 0.89 1.43 -0.250
N -35.171675 13.016450 17.333821 0.03 -1.84 1.25 -0.802
H -34.107949 15.357106 18.094947 -0.10 0.03 -0.14 0.218
H -33.151946 15.621866 16.615451 0.21 0.03 0.19 0.231
H -32.781249 14.256085 17.731887 0.35 0.23 0.04 0.201
H -35.324898 14.524924 16.185145 0.32 0.33 -1.10 0.197
H -32.667512 13.163852 15.446553 0.11 -0.63 0.54 0.172
H -33.712120 13.965695 14.375541 0.01 1.23 0.51 0.196
H -32.683149 11.116801 14.277198 -0.01 -0.30 0.34 0.172
H -33.248022 12.077266 12.990305 -0.60 -0.24 -0.58 0.189
H -34.234608 10.573526 13.577894 0.32 0.22 -0.68 0.189
H -34.510550 12.640741 17.998550 0.42 -0.84 0.05 0.348
H -35.701823 13.588091 17.975895 -0.66 0.21 -0.19 0.369
```
Forces are in eV/Å.

Output
- Total charge: +1
- Kohn-Sham gap: 3.6861 eV
- Highest occupied orbital energy: -11.4 eV
- Electronic energy: -36987.1749 eV
- Lowest unoccupied orbital energy: -7.69 eV
- Largest force on an atom: 0.0499 Eh/bohr
- Spin multiplicity: 1
- Relative energy (zero: lowest compared OMol25 entry of this formula, charge and spin): 184.6 kcal/mol